A cluster of 2 separate species, C4H6F6NOP in total at a distorted geometry. Source: OMol25; level of theory: the ωB97M-V functional and the def2-TZVPD basis.

The total charge is 0. The value obtained for the energy above the lowest of the compared OMol25 structures with the same formula, charge and spin is 62.3 kcal/mol. The spin multiplicity is 1. The total energy is -1226.53439 Ha. The LUMO energy (spin up / spin down) comes out at -0.6 / -0.6 eV. As for the orbital gap (spin up / spin down): 8.532 / 8.533 eV.

```
19
C4H6F6NOP, DFT the ωB97M-V functional and the def2-TZVPD basis
C 1.38936 1.61381 0.23679
C 2.95474 -0.19331 -0.09192
C 0.06086 -1.51761 -0.04805
C -3.57581 0.38309 -0.28839
N 1.72758 0.37305 0.25065
O -0.54488 0.58698 1.51676
F -1.01898 -2.22531 0.22935
F 1.03153 -2.34055 -0.46600
F -0.22710 -0.70730 -1.09826
F -3.95387 1.65298 -0.49872
F -2.95348 -0.06548 -1.36940
F -4.60128 -0.43801 -0.08763
P 0.58967 -0.40096 1.46506
H 2.02516 2.24090 -0.43522
H 0.29846 1.70310 0.56522
H -2.93688 0.36814 0.67567
H 2.71251 -1.04134 -0.84964
H 3.55416 0.56945 -0.47149
H 3.46826 -0.56164 0.76522
```